{"formula": "C12H30BO8P", "method": "the ωB97M-V functional and the def2-TZVPD basis", "symbols": ["P", "O", "O", "O", "O", "O", "O", "O", "O", "C", "C", "C", "C", "C", "C", "C", "C", "C", "C", "C", "C", "B", "H", "H", "H", "H", "H", "H", "H", "H", "H", "H", "H", "H", "H", "H", "H", "H", "H", "H", "H", "H", "H", "H", "H", "H", "H", "H", "H", "H", "H", "H"], "xyz": [[-4.661, 0.581, 0.664], [-5.290, 3.561, 1.133], [2.184, -0.795, -0.283], [-3.875, 2.489, 2.467], [5.180, -4.391, 0.877], [-5.050, 4.226, 3.305], [-1.277, 1.139, 1.705], [-1.453, 2.354, -0.327], [1.528, 4.096, -1.438], [1.294, 4.378, -2.812], [5.322, -6.824, 1.042], [0.014, 0.657, 1.312], [-4.788, 3.501, 2.396], [-4.119, 3.253, 0.351], [5.465, -5.594, 0.167], [-4.304, -0.763, 1.866], [2.331, -3.216, -0.004], [-3.582, 2.024, 1.133], [-3.956, 0.045, -0.944], [2.489, -2.029, -0.934], [0.187, 5.398, -3.006], [-2.031, 1.825, 0.817], [1.055, 3.451, -3.346], [0.464, 0.179, 2.183], [6.473, -5.542, -0.258], [1.802, -2.100, -1.777], [-5.222, -0.922, 2.434], [-4.072, -1.686, 1.328], [0.710, 3.745, -1.071], [-3.504, -0.527, 2.570], [5.520, -7.734, 0.474], [2.552, -4.150, -0.523], [-4.067, 0.884, -1.640], [4.755, -5.627, -0.659], [-4.345, 3.144, -0.707], [-2.907, -0.270, -0.952], [1.312, -3.261, 0.383], [-0.076, -0.084, 0.520], [3.509, -1.992, -1.330], [-3.408, 4.061, 0.555], [2.236, 4.758, -3.206], [2.793, -0.702, 0.456], [-0.756, 5.025, -2.597], [3.011, -3.134, 0.842], [6.023, -6.785, 1.879], [-4.582, -0.763, -1.323], [0.672, 1.455, 0.966], [5.804, -4.325, 1.607], [-1.986, 2.236, -1.120], [0.036, 5.620, -4.064], [0.429, 6.324, -2.485], [4.315, -6.880, 1.455]], "e_homo_ev": -8.44, "homo_lumo_gap_ha": 0.3193, "smiles": "COB(O)[C@]1(P(C)C)COC(=O)O1.CCO.CCO.CCO", "spin_multiplicity": 1, "de_lowest_kj_mol": 0.0}


{"formula": "C45H54N4O3RbS2Te", "method": "the ωB97M-V functional and the def2-TZVPD basis", "symbols": ["Te", "Rb", "S", "S", "O", "O", "O", "N", "N", "N", "N", "C", "C", "C", "C", "C", "C", "C", "C", "C", "C", "C", "C", "C", "C", "C", "C", "C", "C", "C", "C", "C", "C", "C", "C", "C", "C", "C", "C", "C", "C", "C", "C", "C", "C", "C", "C", "C", "C", "C", "C", "C", "C", "C", "C", "C", "H", "H", "H", "H", "H", "H", "H", "H", "H", "H", "H", "H", "H", "H", "H", "H", "H", "H", "H", "H", "H", "H", "H", "H", "H", "H", "H", "H", "H", "H", "H", "H", "H", "H", "H", "H", "H", "H", "H", "H", "H", "H", "H", "H", "H", "H", "H", "H", "H", "H", "H", "H", "H", "H"], "xyz": [[0.470, 3.827, 0.172], [-0.100, 0.396, 0.367], [-0.164, 0.852, -2.947], [-2.290, 3.131, -0.918], [-1.139, 3.953, 2.713], [0.604, 1.420, -1.816], [-0.797, -1.923, 0.431], [-2.279, 0.193, -1.518], [0.472, 2.515, 1.865], [-3.054, 2.067, 1.353], [-2.652, 0.508, -0.251], [-0.384, 2.929, 2.761], [-3.253, -4.588, 0.301], [-0.045, 9.192, -3.775], [-2.614, -2.248, -1.085], [0.378, 5.849, -1.041], [-1.211, 4.513, -4.352], [2.293, 5.799, 1.837], [1.027, 6.553, 2.154], [-2.219, -3.787, 0.740], [3.799, -1.936, -0.943], [3.495, 2.577, 0.220], [2.273, 4.613, 1.087], [0.097, 8.030, -2.823], [-2.124, 1.894, -4.567], [1.531, -2.802, 1.985], [-2.311, -1.038, -1.869], [5.988, 6.099, 2.754], [4.689, 5.583, 2.187], [-1.014, 2.194, -3.799], [-0.735, 6.695, -0.970], [-0.397, -1.940, 4.144], [3.499, 6.270, 2.358], [1.128, 0.818, -4.283], [-1.813, -2.595, 0.062], [2.183, -2.868, 0.764], [-0.500, 2.060, 4.023], [-0.863, 7.764, -1.862], [4.653, 4.382, 1.489], [2.730, -0.807, 2.516], [3.118, -1.909, 0.402], [1.110, -1.691, 4.227], [-2.638, 1.779, 0.072], [-1.801, 6.547, 0.090], [-3.960, -4.266, -0.855], [1.350, 6.111, -2.024], [-0.547, 3.493, -3.694], [1.205, 7.193, -2.888], [2.569, 5.234, -2.178], [1.785, -1.765, 2.874], [1.770, -2.682, 5.196], [3.399, -0.889, 1.305], [-2.790, 2.918, -5.225], [-3.616, -3.100, -1.529], [-2.340, 4.227, -5.110], [3.470, 3.893, 0.947], [0.234, 5.848, 2.416], [-1.863, 7.460, 0.691], [4.146, -0.147, 1.051], [-1.662, -4.052, 1.635], [1.632, -3.704, 4.836], [-0.852, -1.302, 3.386], [-3.677, 2.703, -5.809], [5.830, 7.016, 3.324], [3.310, 5.460, -1.408], [-3.077, 1.258, 1.961], [-0.869, -1.745, 5.109], [-2.488, 0.873, -4.611], [-0.598, -2.978, 3.870], [6.704, 6.313, 1.957], [0.309, 3.701, -3.064], [-0.875, 9.835, -3.479], [1.272, -0.682, 4.617], [4.509, 2.171, 0.193], [6.441, 5.358, 3.418], [-2.089, -1.203, -2.925], [4.886, -1.945, -0.835], [5.573, 3.815, 1.369], [-0.232, 8.846, -4.795], [0.289, 1.309, 4.043], [1.326, -2.601, 6.192], [1.585, 1.805, -4.342], [-1.742, 8.402, -1.796], [1.182, 7.247, 2.984], [3.130, 2.679, -0.805], [-0.862, 5.534, -4.244], [1.964, 7.380, -3.646], [3.032, 5.377, -3.157], [0.794, -3.556, 2.227], [3.505, 7.194, 2.931], [-4.176, -2.819, -2.418], [-2.887, 5.030, -5.590], [-1.476, 1.569, 4.031], [2.842, -2.490, 5.273], [-2.618, 2.896, 1.755], [2.297, 4.182, -2.061], [2.834, 1.875, 0.729], [-1.597, 5.707, 0.747], [3.527, -1.046, -1.513], [1.937, -3.664, 0.070], [0.868, 9.791, -3.788], [-2.775, 6.378, -0.375], [-4.762, -4.899, -1.218], [2.947, 0.011, 3.195], [1.863, 0.071, -3.981], [0.668, 0.544, -5.233], [-3.511, -5.484, 0.859], [0.692, 7.122, 1.287], [-0.430, 2.699, 4.905], [3.498, -2.813, -1.516]], "e_homo_ev": [-0.92, -1.74], "homo_lumo_gap_ha": [0.1660, 0.1962], "total_charge": -2, "s_squared": 0.762, "spin_multiplicity": 2, "de_lowest_kj_mol": 0.0}


{"formula": "CH5IOSi", "method": "the ωB97M-V functional and the def2-TZVPD basis", "symbols": ["I", "Si", "O", "C", "H", "H", "H", "H", "H"], "xyz": [[2.820, 0.201, 0.026], [0.213, -0.412, 0.446], [0.092, -1.844, -0.290], [-0.785, 1.036, -0.257], [-0.553, 1.279, -1.195], [-0.169, -0.666, 1.947], [-1.837, 0.888, -0.321], [0.823, -2.454, -0.678], [-0.604, 1.971, 0.323]], "e_homo_ev": -9.43, "homo_lumo_gap_ha": 0.3619, "smiles": "C[Si@@H](O)I", "spin_multiplicity": 1, "de_lowest_kj_mol": 43.6}


Repeat the first record exactly.
{"formula": "C12H30BO8P", "method": "the ωB97M-V functional and the def2-TZVPD basis", "symbols": ["P", "O", "O", "O", "O", "O", "O", "O", "O", "C", "C", "C", "C", "C", "C", "C", "C", "C", "C", "C", "C", "B", "H", "H", "H", "H", "H", "H", "H", "H", "H", "H", "H", "H", "H", "H", "H", "H", "H", "H", "H", "H", "H", "H", "H", "H", "H", "H", "H", "H", "H", "H"], "xyz": [[-4.661, 0.581, 0.664], [-5.290, 3.561, 1.133], [2.184, -0.795, -0.283], [-3.875, 2.489, 2.467], [5.180, -4.391, 0.877], [-5.050, 4.226, 3.305], [-1.277, 1.139, 1.705], [-1.453, 2.354, -0.327], [1.528, 4.096, -1.438], [1.294, 4.378, -2.812], [5.322, -6.824, 1.042], [0.014, 0.657, 1.312], [-4.788, 3.501, 2.396], [-4.119, 3.253, 0.351], [5.465, -5.594, 0.167], [-4.304, -0.763, 1.866], [2.331, -3.216, -0.004], [-3.582, 2.024, 1.133], [-3.956, 0.045, -0.944], [2.489, -2.029, -0.934], [0.187, 5.398, -3.006], [-2.031, 1.825, 0.817], [1.055, 3.451, -3.346], [0.464, 0.179, 2.183], [6.473, -5.542, -0.258], [1.802, -2.100, -1.777], [-5.222, -0.922, 2.434], [-4.072, -1.686, 1.328], [0.710, 3.745, -1.071], [-3.504, -0.527, 2.570], [5.520, -7.734, 0.474], [2.552, -4.150, -0.523], [-4.067, 0.884, -1.640], [4.755, -5.627, -0.659], [-4.345, 3.144, -0.707], [-2.907, -0.270, -0.952], [1.312, -3.261, 0.383], [-0.076, -0.084, 0.520], [3.509, -1.992, -1.330], [-3.408, 4.061, 0.555], [2.236, 4.758, -3.206], [2.793, -0.702, 0.456], [-0.756, 5.025, -2.597], [3.011, -3.134, 0.842], [6.023, -6.785, 1.879], [-4.582, -0.763, -1.323], [0.672, 1.455, 0.966], [5.804, -4.325, 1.607], [-1.986, 2.236, -1.120], [0.036, 5.620, -4.064], [0.429, 6.324, -2.485], [4.315, -6.880, 1.455]], "e_homo_ev": -8.44, "homo_lumo_gap_ha": 0.3193, "smiles": "COB(O)[C@]1(P(C)C)COC(=O)O1.CCO.CCO.CCO", "spin_multiplicity": 1, "de_lowest_kj_mol": 0.0}


Question: Number 2 is which compound?
Answer: C45H54N4O3RbS2Te